Density functional theory data (the ωB97M-V functional and the def2-TZVPD basis) for a structure of composition C2H2Br3ClS.

Geometry as ORCA input:
```
! RIJCOSX wB97M-V def2-TZVPD def2/J DEFGRID3
* xyz 0 3
C 0.50624 0.52549 0.29125
C -0.24394 -1.00556 0.23905
S -0.65534 1.72056 -0.30563
Cl 0.19835 1.94499 -2.18666
Br 0.91736 0.87616 2.07860
Br -0.57584 -1.59239 -1.60945
Br -1.88974 -0.94430 1.34875
H 1.32074 0.34353 -0.30956
H 0.42218 -1.86847 0.45366
*
```

The expectation value of S² is 2.007. Its total energy is -8657.69404 a.u.

Density functional theory data (the ωB97M-V functional and the def2-TZVPD basis) for a cluster of 8 separate species, C29H58Cl2O7 in total.

Geometry as ORCA input:
```
! RIJCOSX wB97M-V def2-TZVPD def2/J DEFGRID3
* xyz 0 1
C -1.01827 -0.84655 0.53098
Cl -1.65310 -2.32482 1.18196
Cl -1.88230 0.57006 1.12302
H -0.00568 -0.74382 0.82485
H -1.13550 -0.77669 -0.53587
C -1.93774 1.47089 6.33604
C -2.31792 2.15267 7.65662
C -3.79405 1.81630 7.70351
O -3.98188 0.64684 6.88712
C -3.17127 0.75583 5.79246
H -1.11942 0.75536 6.55258
H -1.56874 2.22262 5.63796
H -2.36825 3.27609 7.63360
H -1.64341 1.82555 8.50232
H -4.38464 2.57881 7.15115
H -4.24441 1.68843 8.67638
H -3.60362 1.30427 4.97701
H -2.99212 -0.23312 5.42049
C 0.31804 -4.80242 -2.81380
C -1.16935 -5.12821 -3.37340
C -1.98838 -5.15437 -2.10909
O -1.10901 -5.39339 -1.04053
C 0.06595 -4.66465 -1.29532
H 0.84730 -4.00274 -3.31535
H 0.93360 -5.70845 -3.05176
H -1.11683 -6.17045 -3.78497
H -1.42621 -4.48633 -4.17792
H -2.77906 -5.92320 -2.09463
H -2.46326 -4.12637 -2.00280
H 0.84473 -5.06370 -0.71384
H -0.06702 -3.58631 -1.10281
C 4.06390 -1.72010 -1.05246
C 3.01842 -2.77050 -0.81713
C 2.72544 -2.51935 0.62808
O 2.66401 -1.11519 0.74223
C 3.40787 -0.56295 -0.36003
H 4.31063 -1.46268 -2.09575
H 5.00348 -2.05958 -0.64031
H 3.28942 -3.81543 -0.94792
H 2.06799 -2.62934 -1.36893
H 3.53613 -2.88947 1.24946
H 1.80088 -2.88112 1.01008
H 4.02638 0.20266 0.07475
H 2.69332 -0.18718 -1.11635
C -1.16112 -1.35853 -3.56812
C -0.41077 -1.22829 -4.87065
C -1.46725 -1.94984 -5.79507
O -2.76392 -1.77043 -5.25077
C -2.61303 -1.66040 -3.88205
H -0.98668 -0.53941 -2.86714
H -0.75444 -2.27181 -3.12117
H 0.48914 -1.84260 -4.92656
H -0.23426 -0.21501 -5.26175
H -1.20034 -3.07226 -5.71572
H -1.49110 -1.60026 -6.82718
H -2.83980 -2.65845 -3.52884
H -3.33803 -0.91139 -3.51375
C 1.95541 2.68581 0.16976
C 1.25804 3.98935 0.58165
C 1.59298 4.99238 -0.55325
O 1.73130 4.14409 -1.65399
C 2.49410 3.04971 -1.19563
H 1.13783 1.92885 0.15378
H 2.74450 2.32503 0.88363
H 1.52702 4.35680 1.58049
H 0.18596 3.84532 0.67225
H 2.54851 5.52166 -0.49747
H 0.86734 5.77704 -0.77578
H 3.56412 3.25106 -1.10762
H 2.37573 2.25483 -1.90888
C -1.73208 3.79510 -3.36168
C -0.90820 3.35638 -4.52994
C 0.14973 2.44561 -3.85210
O -0.48552 1.80259 -2.79718
C -1.63017 2.65054 -2.35798
H -2.79017 3.93233 -3.62338
H -1.36531 4.79280 -2.97696
H -0.41147 4.13588 -5.12883
H -1.55138 2.81028 -5.20814
H 0.91955 3.11409 -3.52711
H 0.60037 1.77615 -4.57840
H -1.61421 2.85254 -1.27284
H -2.41064 1.87927 -2.46666
C 1.53185 -0.32307 4.69721
C 0.39716 -0.05312 3.70805
C 0.97277 1.05736 2.89693
O 1.65906 1.90405 3.81774
C 2.28118 1.01366 4.77679
H 2.15389 -1.12651 4.24859
H 1.13877 -0.59906 5.69757
H -0.43577 0.38289 4.24670
H 0.05938 -0.87411 3.09109
H 0.20022 1.62785 2.39506
H 1.70503 0.76347 2.12877
H 2.33658 1.49813 5.76295
H 3.34211 0.82380 4.51188
*
```

Its total energy is -2586.64351 a.u.

Density functional theory data (the ωB97M-V functional and the def2-TZVPD basis) for a structure of composition C32H32N6O16P2RuS2.

Geometry as ORCA input:
```
! RIJCOSX wB97M-V def2-TZVPD def2/J DEFGRID3
* xyz -1 6
Ru -0.04875 0.61840 0.49378
C 1.12347 -1.10383 -2.87720
O 1.17828 -0.01937 -1.93454
C 1.81002 1.09993 -2.29108
C 2.25874 1.35090 -3.58279
C 2.93020 2.52906 -3.85512
C 3.17546 3.45713 -2.84937
C 2.73384 3.20994 -1.56916
C 2.03821 2.04024 -1.27138
N 1.57112 1.76573 0.04985
N 2.08566 2.59743 0.90043
C 1.88745 2.56354 2.20580
C 1.37243 1.39976 2.93475
O 1.06584 0.37266 2.31180
C 1.32606 1.42791 4.37596
C 1.67598 2.53682 5.02872
C 2.18356 3.72523 4.35321
C 2.53413 4.86018 5.08423
C 3.04585 5.97736 4.45287
C 3.21957 5.97102 3.06879
C 2.86497 4.86184 2.33103
C 2.33563 3.72963 2.96035
H 0.60322 -0.79548 -3.78324
H 0.56364 -1.89053 -2.39119
H 2.13373 -1.44501 -3.09789
H 2.08209 0.63330 -4.37005
H 3.26073 2.72527 -4.86774
H 3.69899 4.37817 -3.06903
H 2.88894 3.93005 -0.78204
H 0.93142 0.55363 4.87302
H 1.57329 2.57354 6.10713
H 2.39241 4.85073 6.15926
H 3.31433 6.85300 5.03015
H 3.62633 6.84274 2.57075
H 2.98763 4.85317 1.25766
O -2.50722 3.93528 2.46215
P -1.90070 2.46183 2.49296
O -1.65530 1.96096 3.85016
O -0.70713 2.46689 1.51341
O -3.07847 1.64489 1.70571
P -3.08342 0.04235 1.58476
O -3.91431 -0.19607 0.23731
O -3.65425 -0.67227 2.72104
O -1.61788 -0.31572 1.19239
H -2.60793 4.20486 1.53141
H -3.31652 -0.45060 -0.48552
O -1.96397 -0.36539 -1.82435
C -1.92616 0.85307 -1.90129
N -1.18845 1.66265 -1.07021
S -1.52959 3.26937 -1.32120
O -0.31668 3.95686 -1.66537
O -2.36066 3.85636 -0.30586
C -2.54834 2.98802 -2.73103
C -3.18886 3.91488 -3.52852
C -4.01425 3.42172 -4.53026
C -4.19635 2.04923 -4.70578
C -3.54769 1.13582 -3.88446
C -2.71764 1.63445 -2.89856
H -3.05501 4.97889 -3.37821
H -4.53040 4.11614 -5.18141
H -4.85883 1.69488 -5.48625
H -3.67756 0.06627 -3.99416
C -2.99040 -7.86879 0.54085
C -2.12914 -6.63010 0.30881
S -0.63171 -7.11226 -0.51868
O 0.11921 -7.94609 0.39094
O -1.00544 -7.62363 -1.81744
C 0.22745 -5.58312 -0.75671
C 1.00371 -5.10851 0.47627
N 1.22917 -3.66895 0.41443
C 0.29724 -2.71105 0.73047
N 0.80670 -1.51284 0.51396
C 2.11651 -1.68492 0.07805
C 2.38256 -3.01879 -0.02669
N 3.51353 -3.61521 -0.49529
O 3.54006 -4.91427 -0.66583
O 4.47228 -2.82017 -0.85032
C -1.04934 -3.06401 1.27615
H -3.90672 -7.58852 1.05893
H -2.45502 -8.59861 1.14799
H -3.25215 -8.33766 -0.40731
H -1.83463 -6.15992 1.24784
H -2.61946 -5.89713 -0.33411
H -0.53085 -4.85701 -1.06286
H 0.89986 -5.77224 -1.59581
H 1.97705 -5.57906 0.48593
H 0.48548 -5.35574 1.40112
H 2.77818 -0.87248 -0.15389
H -1.04402 -4.07496 1.67431
H -1.82958 -2.99213 0.51230
H -1.33150 -2.38156 2.06997
*
```

The expectation value of S² is 8.822. Its total energy is -4345.17933 a.u.

Density functional theory data (the ωB97M-V functional and the def2-TZVPD basis) for a cluster of 4 separate species, C25H49N2O3PS in total.

Geometry as ORCA input:
```
! RIJCOSX wB97M-V def2-TZVPD def2/J DEFGRID3
* xyz 0 1
C -4.99107 -5.37749 0.15801
C -4.56352 -6.14605 -1.19126
C -4.47197 -5.15687 -2.47926
C -2.94353 -4.66398 -2.59363
C -2.80804 -3.16371 -3.24400
C -2.18069 -2.24018 -2.05818
C -0.76850 -2.56571 -1.44526
P 0.32066 -4.00114 -1.99965
C 0.77678 -3.70539 -3.84656
C 1.75950 -4.83426 -4.43121
C 1.99322 -4.02602 -1.11463
C 1.97287 -4.70058 0.34888
C -0.22787 -1.65342 -0.25675
C -1.04215 -0.44002 0.32334
C -0.40367 0.36152 1.54763
C -0.09111 1.91178 1.25662
C -1.30142 2.86011 1.81080
C -1.31949 4.21196 0.93733
C -2.42758 -0.16315 -0.34977
N -3.34877 0.89205 0.00796
S -4.69230 0.78017 -1.05658
N -4.35969 -0.58365 -2.04377
C -3.05847 -1.01179 -1.54730
H -4.72915 -4.25101 0.14080
H -4.40439 -5.84922 1.01883
H -6.11612 -5.51871 0.38630
H -3.53199 -6.61662 -0.99886
H -5.29392 -7.01549 -1.41743
H -5.23269 -4.29778 -2.41997
H -4.76013 -5.75827 -3.42983
H -2.51002 -4.68310 -1.51836
H -2.28064 -5.39671 -3.20117
H -3.88000 -2.78450 -3.37855
H -2.17974 -3.14832 -4.19590
H 1.29905 -2.67755 -3.95038
H -0.15605 -3.66331 -4.50603
H 1.79969 -4.67782 -5.57970
H 1.36141 -5.89656 -4.27209
H 2.84429 -4.76239 -4.03541
H 2.35967 -2.93653 -1.00385
H 2.78796 -4.57301 -1.74225
H 2.04003 -3.89109 1.17599
H 1.10039 -5.42389 0.50331
H 2.93713 -5.33218 0.48404
H 0.79169 -1.89528 0.19093
H -1.02648 0.24445 2.51897
H 0.61204 -0.14426 1.77820
H 0.21258 2.15166 0.18289
H 0.82107 2.18973 1.91884
H -2.30994 2.31717 1.84305
H -1.03076 3.09837 2.91461
H -2.37775 4.64259 0.94415
H -0.62955 4.99421 1.45497
H -0.88320 4.01954 -0.10072
C 1.38749 3.73649 -2.83176
C 2.52594 3.35376 -1.90701
O 2.22452 2.13688 -1.23475
H 0.45769 3.85189 -2.26835
H 1.60410 4.67351 -3.35070
H 1.21408 2.95397 -3.57647
H 2.68152 4.12744 -1.15179
H 3.45792 3.22505 -2.46671
H 2.09663 1.45504 -1.90851
C 1.38850 5.78883 5.20537
C 0.66931 6.67859 4.21119
O -0.33346 5.93772 3.52626
H 1.84713 4.93887 4.69734
H 2.16617 6.34452 5.73496
H 0.68578 5.38103 5.93872
H 1.37016 7.06612 3.46822
H 0.19661 7.52735 4.71600
H -0.95386 5.60522 4.18905
C 5.88615 3.66456 3.13170
C 4.42148 4.03912 3.24108
O 4.12539 4.48583 4.55931
H 6.13519 2.87702 3.84783
H 6.12541 3.31421 2.12461
H 6.52354 4.52232 3.36637
H 3.78901 3.17472 3.02725
H 4.16789 4.83588 2.53442
H 4.68203 5.25579 4.73825
*
```

Its total energy is -2056.40099 a.u.